The following is a DFT calculation (wB97M-V/def2-TZVPD) of a molecular structure, C28H31NO2P2S3SbTc in a non-equilibrium geometry.

XYZ file:
```
69
Properties=species:S:1:pos:R:3:nbo_charge:R:1
Tc 0.8939 -0.1921 0.4576 0.521
N -1.1456 2.4712 -0.0347 -1.273
P 0.4236 2.0320 -0.3849 1.433
C 1.3049 3.5005 0.1963 -0.437
C 2.1030 3.5230 1.3360 -0.189
C 2.7238 4.7010 1.7220 -0.187
C 2.5385 5.8570 0.9794 -0.157
C 1.7260 5.8423 -0.1478 -0.208
C 1.1085 4.6692 -0.5443 -0.126
C 0.6371 2.0528 -2.1889 -0.436
C 1.9375 1.9806 -2.6888 -0.145
C 2.1525 2.0314 -4.0533 -0.213
C 1.0711 2.1442 -4.9208 -0.166
C -0.2205 2.2153 -4.4238 -0.182
C -0.4444 2.1649 -3.0533 -0.195
P -2.4562 1.3375 -0.0781 0.998
C -3.8418 2.5080 -0.2413 -0.301
C -4.5990 2.4823 -1.4085 -0.224
C -5.6402 3.3830 -1.5819 -0.187
C -5.9282 4.3019 -0.5845 -0.172
C -5.1768 4.3278 0.5840 -0.197
C -4.1385 3.4296 0.7647 -0.226
C -2.5658 0.9217 1.7042 -0.387
C -1.6554 1.3443 2.6687 -0.269
C -1.8673 1.0335 4.0089 -0.203
C -2.9671 0.2758 4.3834 -0.206
C -3.8499 -0.1951 3.4161 -0.208
C -3.6497 0.1285 2.0832 -0.158
H -1.3121 3.3880 0.3629 0.443
H 2.2462 2.6264 1.9226 0.211
H 3.3552 4.7161 2.6000 0.235
H 3.0254 6.7751 1.2793 0.241
H 1.5825 6.7456 -0.7249 0.241
H 0.4872 4.6563 -1.4322 0.223
H 2.7767 1.9056 -2.0034 0.207
H 3.1604 1.9880 -4.4443 0.235
H 1.2367 2.1754 -5.9893 0.240
H -1.0588 2.3125 -5.1002 0.237
H -1.4529 2.2310 -2.6695 0.231
H -4.3835 1.7466 -2.1753 0.219
H -6.2274 3.3631 -2.4901 0.232
H -6.7490 4.9952 -0.7100 0.235
H -5.4066 5.0481 1.3581 0.232
H -3.5729 3.4349 1.6897 0.215
H -0.8064 1.9626 2.3893 0.209
H -1.1906 1.4158 4.7635 0.228
H -3.1460 0.0548 5.4272 0.238
H -4.7010 -0.7963 3.7078 0.238
H -4.3462 -0.2139 1.3240 0.220
S 3.9603 -3.0043 0.7406 -0.255
Sb 4.1363 -1.1478 -0.5912 1.003
S 3.0290 0.4705 0.9958 -0.313
S 1.6841 -1.1414 -1.3681 -0.120
C 1.3983 -1.2837 3.4081 -0.251
O 0.6264 -1.2879 2.1810 -0.544
C -0.5407 -2.1462 2.2778 -0.097
C -0.9223 -2.6090 0.8986 -0.106
O -1.0273 -1.4750 0.0358 -0.564
C -1.3984 -1.9046 -1.2866 -0.260
H 0.7530 -1.0060 4.2413 0.218
H 2.2006 -0.5634 3.3088 0.229
H 1.8159 -2.2767 3.5735 0.215
H -1.3499 -1.5850 2.7483 0.234
H -0.2971 -3.0201 2.8822 0.230
H -1.8840 -3.1247 0.9544 0.232
H -0.1730 -3.3011 0.4956 0.202
H -2.3855 -2.3678 -1.2538 0.212
H -0.6745 -2.6251 -1.6736 0.198
H -1.4267 -1.0308 -1.9276 0.224
```

**Maximum force**: 2.2 eV/A
**E_LUMO (alpha / beta)**: -8.1 / -8.5 eV
**⟨S²⟩**: 2.192
**M**: 791.5 g mol⁻¹
**Frontier orbital gap (alpha / beta)**: 5.603 / 5.158 eV
**Spin multiplicity**: 3
**Net charge**: +2